# 1
DFT (ωB97M-V/def2-TZVPD) results for C23H15Cl5N3Pd as an isolated structure.

Each line ends with the Mulliken charge.
Atoms and positions in Å:
1 Pd -0.142 -0.010 0.082  -0.861
2 C -2.163 -1.686 -2.226  -1.133
3 C -1.255 -0.731 -2.924  0.865
4 C -1.259 -0.658 -4.317  -0.824
5 C -0.517 0.321 -4.948  -0.622
6 C 0.217 1.200 -4.173  -0.738
7 C 0.257 1.025 -2.790  0.587
8 N -0.472 0.059 -2.187  0.193
9 C 1.094 1.869 -1.921  0.519
10 C 1.993 2.815 -2.407  -0.580
11 C 2.748 3.553 -1.507  -0.869
12 C 2.631 3.305 -0.148  -0.598
13 C 1.714 2.350 0.288  0.575
14 N 0.950 1.681 -0.596  -0.062
15 C 1.515 2.006 1.701  0.690
16 C 2.086 2.756 2.730  -0.795
17 C 1.934 2.336 4.038  -0.609
18 C 1.145 1.228 4.293  -0.829
19 C 0.527 0.568 3.233  0.894
20 C -0.437 -0.538 3.493  -1.106
21 N 0.754 0.918 1.965  0.150
22 H -2.883 -2.100 -2.925  0.488
23 H -2.705 -1.169 -1.431  0.161
24 H -1.600 -2.507 -1.780  0.202
25 H -1.840 -1.362 -4.889  0.421
26 H -0.526 0.416 -6.021  0.461
27 H 0.765 1.998 -4.643  0.330
28 H 2.101 2.990 -3.465  0.332
29 H 3.437 4.305 -1.863  0.461
30 H 3.233 3.857 0.555  0.321
31 H 2.647 3.650 2.516  0.331
32 H 2.398 2.879 4.845  0.460
33 H 1.002 0.874 5.301  0.406
34 H -0.568 -0.685 4.561  0.449
35 H -0.089 -1.470 3.046  0.205
36 H -1.407 -0.288 3.055  0.138
37 Cl -3.738 -0.854 1.381  -0.135
38 C -2.502 -2.039 1.172  0.651
39 C -1.257 -1.631 0.719  -1.031
40 C -0.291 -2.608 0.562  2.035
41 Cl 1.226 -1.990 -0.020  -0.062
42 C -0.498 -3.957 0.827  -0.380
43 Cl 0.765 -5.099 0.618  -0.155
44 C -1.771 -4.342 1.263  0.484
45 Cl -2.101 -5.995 1.579  -0.155
46 C -2.776 -3.384 1.430  -0.107
47 Cl -4.344 -3.856 1.928  -0.159

Calculated values
Frontier orbital gap (alpha / beta) (hartree): 0.275 / 0.276
Strongest force on any atom (eV/A): 3.4
Total charge: +1
Total energy (Ha): -3478.3912
E_HOMO (alpha / beta) (eV): -11.4 / -11.4

=====

# 2
DFT (ωB97M-V/def2-TZVPD) results for a 2-piece molecular cluster, C23H16Cl2NO3S overall.

Each line ends with the Mulliken charge.
Atoms and positions in Å:
1 Cl -5.174 -0.013 3.504  -0.243
2 C -3.480 -0.031 3.196  0.391
3 C -2.797 -1.254 3.122  -0.599
4 C -1.424 -1.262 2.848  -0.292
5 C -0.738 -0.064 2.642  -0.124
6 S 1.024 -0.085 2.145  1.320
7 C 2.258 -0.099 3.409  -0.535
8 Cl 2.131 -1.195 4.658  -0.297
9 O 1.113 -1.313 1.388  -0.686
10 O 1.292 1.210 1.540  -0.729
11 C -1.426 1.149 2.696  -0.309
12 C -2.796 1.175 2.980  -0.615
13 H -3.339 -2.187 3.271  0.364
14 H -0.900 -2.210 2.802  0.372
15 H 2.562 0.894 3.743  0.373
16 H -0.892 2.077 2.521  0.418
17 H -3.336 2.119 3.026  0.367
18 N 7.742 0.402 9.469  -0.563
19 C 7.271 0.315 8.400  0.015
20 C 6.654 0.211 7.103  0.564
21 C 6.451 1.347 6.305  -0.637
22 C 5.818 1.241 5.069  -0.469
23 C 5.441 -0.020 4.569  0.864
24 C 4.926 -0.178 3.214  -0.590
25 C 5.358 -1.193 2.428  -0.429
26 C 5.454 -1.063 0.958  0.260
27 C 6.250 -2.108 0.214  0.286
28 C 7.191 -2.949 0.833  -0.320
29 C 7.843 -3.946 0.095  -0.634
30 C 7.586 -4.086 -1.278  -0.303
31 C 6.697 -3.204 -1.912  -0.478
32 C 6.043 -2.223 -1.165  -0.391
33 O 4.932 -0.116 0.360  -0.638
34 C 5.664 -1.166 5.368  -0.229
35 C 6.272 -1.043 6.611  -0.736
36 H 6.802 2.316 6.671  0.405
37 H 5.686 2.124 4.439  0.422
38 H 4.381 0.655 2.765  0.693
39 H 5.730 -2.123 2.875  0.048
40 H 7.398 -2.800 1.891  0.401
41 H 8.567 -4.590 0.595  0.350
42 H 8.119 -4.836 -1.864  0.351
43 H 6.523 -3.257 -2.988  0.348
44 H 5.356 -1.527 -1.644  0.406
45 H 5.385 -2.148 4.981  0.444
46 H 6.463 -1.934 7.211  0.384

Calculated values
Frontier orbital gap (hartree): 0.193
Strongest force on any atom (eV/A): 3.0
Total charge: -1
Total energy (Ha): -2485.0711
Energy relative to the best compared isomer or geometry (same formula, charge and spin) (kcal per mole): 0.0
E_HOMO (eV): -3.5

=====

# 3
DFT (ωB97M-V/def2-TZVPD) results for C23H16N5O6RbS2 as an isolated structure.

Each line ends with the Mulliken charge.
Atoms and positions in Å:
1 Rb -0.272 -1.794 -1.391  0.886
2 O 1.636 3.692 3.939  -0.511
3 C 2.315 3.353 2.736  -0.578
4 C 1.775 2.063 2.185  0.740
5 C 2.573 1.262 1.382  -0.983
6 C 2.018 0.123 0.818  -0.359
7 N 0.761 -0.251 1.024  -0.239
8 C -0.005 0.508 1.807  0.374
9 C 0.463 1.675 2.404  -0.651
10 C -1.410 0.037 2.007  0.319
11 C -2.070 0.238 3.208  -0.668
12 C -3.359 -0.272 3.359  0.667
13 C -4.113 -0.075 4.645  -0.743
14 O -4.407 1.303 4.894  -0.539
15 C -3.924 -0.946 2.293  -0.809
16 C -3.192 -1.085 1.115  -0.730
17 N -1.962 -0.606 0.973  -0.137
18 H 1.898 4.581 4.192  0.291
19 H 3.391 3.248 2.910  0.314
20 H 2.173 4.139 1.985  0.269
21 H 3.606 1.521 1.183  0.364
22 H 2.602 -0.514 0.162  0.402
23 H -0.190 2.283 3.014  0.537
24 H -1.585 0.749 4.031  0.467
25 H -3.516 -0.405 5.497  0.323
26 H -5.031 -0.668 4.624  0.326
27 H -4.747 1.669 4.071  0.347
28 H -4.908 -1.396 2.353  0.459
29 H -3.601 -1.610 0.253  0.670
30 S -3.314 -2.907 -1.920  -0.486
31 C -2.783 -4.041 -0.717  0.339
32 S -1.246 -4.818 -0.812  -0.521
33 C -3.646 -4.329 0.376  0.025
34 C -4.879 -3.656 0.573  0.176
35 N -5.877 -3.118 0.818  -0.747
36 C -3.316 -5.260 1.399  0.097
37 N -3.130 -6.015 2.256  -0.676
38 O 2.528 -1.938 -2.173  -0.492
39 C 3.181 -1.435 -3.065  -0.332
40 C 2.929 -0.207 -3.804  0.871
41 C 3.919 0.160 -4.703  -0.361
42 C 3.831 1.321 -5.448  -0.235
43 C 2.700 2.161 -5.308  -0.292
44 C 1.709 1.830 -4.444  -0.646
45 C 1.743 0.627 -3.622  -0.033
46 O 0.824 0.366 -2.835  -0.567
47 N 4.881 1.676 -6.346  0.976
48 O 4.774 2.714 -6.997  -0.677
49 O 5.855 0.933 -6.451  -0.676
50 H 4.121 -1.937 -3.391  0.225
51 H 4.791 -0.471 -4.824  0.386
52 H 2.649 3.062 -5.903  0.436
53 H 0.836 2.459 -4.327  0.405

Calculated values
Frontier orbital gap (hartree): 0.170
Strongest force on any atom (eV/A): 0.3
Total charge: -2
Total energy (Ha): -2431.7952
E_HOMO (eV): -1.3

=====

# 4
DFT (ωB97M-V/def2-TZVPD) results for C23H16O5SbTi as an isolated structure.

Each line ends with the Mulliken charge.
Atoms and positions in Å:
1 O -0.707 4.274 -6.723  -0.144
2 C -0.490 3.231 -6.329  0.144
3 Ti 0.932 0.370 -2.475  -0.402
4 O -0.575 3.057 -2.058  -0.248
5 C -0.048 2.003 -2.200  0.513
6 C -1.386 -0.660 -3.028  0.220
7 O -1.342 -1.574 -3.839  -0.321
8 C 2.948 1.060 -1.941  0.406
9 O 4.039 1.446 -1.901  -0.195
10 C -2.371 0.250 -2.896  0.597
11 O -3.387 0.777 -3.170  -0.162
12 H 2.112 0.870 -3.549  0.210
13 C -0.366 3.099 3.666  -0.514
14 C 0.663 3.275 2.725  -0.616
15 C 0.724 2.443 1.595  -0.454
16 C -0.194 1.394 1.452  0.388
17 C -1.256 1.262 2.366  -0.347
18 C -1.335 2.113 3.471  -0.563
19 Sb 0.038 -0.068 -0.106  2.068
20 C 1.881 -1.152 0.385  0.703
21 C 2.699 -1.661 -0.623  -0.684
22 C 4.025 -2.052 -0.281  -0.842
23 C 4.497 -1.856 1.033  -0.530
24 C 3.659 -1.319 2.012  -0.682
25 C 2.353 -0.967 1.688  -0.482
26 C -1.761 -1.277 0.052  0.098
27 C -1.599 -2.648 0.283  -0.564
28 C -2.736 -3.458 0.431  -0.635
29 C -4.013 -2.897 0.317  -0.543
30 C -4.170 -1.549 0.034  -0.901
31 C -3.034 -0.737 -0.124  -0.193
32 H -0.407 3.733 4.544  0.413
33 H 1.418 4.047 2.865  0.426
34 H 1.499 2.600 0.828  0.238
35 H -2.004 0.467 2.212  0.324
36 H -2.171 1.976 4.188  0.386
37 H 2.355 -1.716 -1.662  0.656
38 H 4.665 -2.481 -1.033  0.442
39 H 5.512 -2.138 1.278  0.444
40 H 4.015 -1.179 3.036  0.425
41 H 1.696 -0.500 2.441  0.422
42 H -0.590 -3.065 0.365  0.432
43 H -2.597 -4.518 0.653  0.436
44 H -4.884 -3.523 0.458  0.434
45 H -5.159 -1.089 -0.067  0.427
46 H -3.149 0.337 -0.372  0.767

Calculated values
Frontier orbital gap (alpha / beta) (hartree): 0.211 / 0.208
Strongest force on any atom (eV/A): 9.1
Total charge: +2
Multiplicity: 2
Total energy (Ha): -2351.0534
E_HOMO (alpha / beta) (eV): -15.1 / -15.1

=====

# 5
DFT (ωB97M-V/def2-TZVPD) results for C23H17Cl2N5 in the gas phase.

Each line ends with the Mulliken charge.
Atoms and positions in Å:
1 Cl -0.185 1.917 0.527  -0.125
2 Cl 2.101 -2.643 -1.649  -0.179
3 C -1.108 -1.135 2.337  0.096
4 C -1.086 -1.478 1.158  -0.606
5 N -1.643 -1.543 4.608  -0.560
6 N -0.249 2.070 -6.476  -0.661
7 N -0.914 -0.186 -6.598  -0.701
8 C -0.660 1.002 -7.157  -0.260
9 C -1.624 -1.210 5.919  -0.416
10 C -1.108 -0.709 3.695  0.034
11 C -0.642 0.538 4.114  -0.055
12 C 3.468 0.174 0.810  -0.565
13 C 2.364 1.019 0.958  -0.524
14 C 3.343 -0.922 -0.030  -0.497
15 C -0.661 0.935 5.450  -0.552
16 C -0.940 -1.689 -3.266  -0.079
17 C 1.158 0.779 0.295  0.871
18 C 2.158 -1.206 -0.663  0.499
19 C 0.994 -0.380 -0.486  -1.537
20 C -0.403 -0.670 -2.455  0.179
21 C -1.174 0.053 6.386  0.966
22 C -1.070 -1.508 -4.644  -0.823
23 C 0.049 1.913 -5.203  0.911
24 C -0.019 0.544 -3.089  -0.430
25 C -0.716 -0.299 -5.249  0.024
26 C -0.216 0.744 -4.486  0.063
27 N 0.584 3.000 -4.654  -0.487
28 N -0.230 -0.809 -1.047  0.696
29 C -1.318 0.455 7.789  -1.280
30 C -1.017 -1.797 -0.289  -0.277
31 H -0.830 1.114 -8.209  0.414
32 H -2.024 -1.976 6.583  0.392
33 H -0.240 1.229 3.338  0.158
34 H 4.397 0.351 1.346  0.387
35 H 2.474 1.947 1.508  0.448
36 H 4.183 -1.609 -0.146  0.399
37 H -0.336 1.972 5.696  0.267
38 H -1.155 -2.657 -2.832  0.426
39 H -1.497 -2.276 -5.281  0.451
40 H 0.380 1.342 -2.466  0.450
41 H 1.357 2.800 -4.067  0.228
42 H 0.789 3.669 -5.401  0.328
43 H -2.353 0.350 8.107  0.312
44 H -0.673 -0.119 8.480  0.285
45 H -1.038 1.502 7.835  0.358
46 H -2.049 -1.793 -0.653  0.521
47 H -0.622 -2.807 -0.443  0.452

Calculated values
SMILES: Cc1ccc(C#CCN(c2ccc3ncnc(N)c3c2)c2c(Cl)cccc2Cl)nc1
Frontier orbital gap (hartree): 0.296
Strongest force on any atom (eV/A): 3.3
Total energy (Ha): -2080.7787
Energy relative to the best compared isomer or geometry (same formula, charge and spin) (kcal per mole): 3.0
E_HOMO (eV): -7.9